C4H12N2O2 | ωB97M-V/def2-TZVPD

Summary:
* structure (SMILES): CN[C@@H](C)C(N)=O.O
* Kohn-Sham gap: 9.44 eV
* LUMO level: 0.39 eV
* spin multiplicity: 1
* charge: 0
* strongest force on any atom: 3.63 eV Å⁻¹

Geometry (Å):
C  -0.39  0.32  -1.78
N  -0.26  0.89  -0.42
C  0.42  -0.03  0.59
C  0.06  -1.49  0.45
C  2.02  0.15  0.38
N  2.36  1.46  0.10
O  2.82  -0.73  0.56
H  0.55  -0.23  -2.03
H  -0.63  1.13  -2.48
H  -1.18  -0.45  -1.87
H  -1.20  0.77  0.00
H  0.14  0.35  1.72
H  0.30  -1.98  -0.53
H  0.76  -2.25  0.98
H  -1.02  -1.58  0.47
H  3.29  1.75  -0.14
H  1.56  1.95  -0.26
O  -2.82  0.08  1.30
H  -3.42  0.49  1.95
H  -3.34  -0.61  1.02